No. 1
The following is a DFT calculation (wB97M-V/def2-TZVPD) of a structure of composition C29H48N4O2PPd.

Results
* E_HOMO (alpha / beta): -14.2 / -14.8 eV
* LUMO (alpha / beta): -6.02 / -9.06 eV
* net charge: +3
* gap between HOMO and LUMO (alpha / beta): 8.2 / 5.8 eV
* energy above the lowest of the compared OMol25 structures with the same formula, charge and spin: 13.34 kcal per mole
* spin multiplicity: 5

Each line ends with the Mulliken spin population.
CARTESIAN COORDINATES (ANGSTROEM)
1 Pd -0.03016 2.05052 -0.38170  1.406
2 N 0.66912 1.80225 1.70220  0.068
3 C 1.95548 1.08205 1.86699  -0.006
4 C 3.07117 1.72964 1.05983  -0.009
5 C 2.98245 1.45597 -0.41235  -0.005
6 O 4.15250 1.37183 -0.99369  0.010
7 O 1.93864 1.29929 -1.04532  0.087
8 H 0.76134 2.72909 2.11102  0.003
9 H -0.04438 1.33638 2.25806  0.001
10 H 1.80736 0.04976 1.55166  0.000
11 H 2.24563 1.06945 2.91768  0.004
12 H 4.04109 1.37720 1.40805  0.000
13 H 3.07991 2.81701 1.19602  0.001
14 C 2.07355 3.91284 -3.11975  -0.015
15 C 1.44890 4.88525 -2.17803  0.774
16 C 1.67511 6.33882 -2.41974  0.025
17 P 0.04532 4.32083 -1.22415  0.281
18 C -0.41432 5.58694 0.00960  0.048
19 C 0.73293 5.79435 0.99881  0.037
20 C -1.70663 5.17161 0.71310  0.010
21 C -1.33605 4.19714 -2.40785  0.113
22 C -1.90841 5.28545 -3.01984  0.054
23 C -2.92324 5.13480 -3.98290  0.143
24 C -3.53425 6.31641 -4.65804  -0.013
25 C -3.34419 3.83049 -4.31414  -0.005
26 C -2.80022 2.72585 -3.72080  0.175
27 C -1.78052 2.87554 -2.73405  0.112
28 N -1.23328 1.83928 -2.09954  0.432
29 C -1.69000 0.50723 -2.31447  0.010
30 C -2.76507 0.04277 -1.55090  0.030
31 C -3.44682 0.94045 -0.55395  0.001
32 C -3.19118 -1.26174 -1.75729  0.004
33 C -2.57655 -2.09174 -2.68947  0.031
34 C -3.08029 -3.48433 -2.93402  -0.002
35 C -1.49792 -1.59422 -3.41718  -0.009
36 C -1.03352 -0.29894 -3.24846  0.018
37 C 0.11632 0.23932 -4.05293  -0.003
38 H 3.16201 4.02893 -3.12445  0.030
39 H 1.74746 4.12218 -4.14663  0.037
40 H 1.82181 2.87662 -2.89697  -0.018
41 H 4.06740 1.20785 -1.95518  -0.002
42 H 1.08920 6.68341 -3.28287  0.041
43 H 2.72200 6.51561 -2.67473  0.017
44 H 1.41691 6.97296 -1.57327  -0.002
45 H -0.58720 6.51766 -0.54029  0.008
46 H 0.90527 4.88903 1.58730  -0.004
47 H 0.47882 6.59012 1.69849  0.000
48 H 1.66944 6.06214 0.50994  -0.005
49 H -1.57125 4.23045 1.25725  0.010
50 H -2.53814 5.04854 0.01913  -0.004
51 H -1.98942 5.92948 1.44339  0.000
52 H -1.57865 6.28887 -2.77353  0.011
53 H -3.17800 7.25549 -4.24107  -0.002
54 H -4.62197 6.28527 -4.57393  0.018
55 H -3.30168 6.30201 -5.72561  0.023
56 H -4.12181 3.70849 -5.05795  0.006
57 H -3.13704 1.73111 -3.98157  0.001
58 H -2.73241 1.40347 0.13942  0.012
59 H -4.16462 0.38200 0.04280  0.001
60 H -3.98284 1.75670 -1.04360  0.002
61 H -4.02785 -1.63617 -1.17880  0.001
62 H -3.76017 -3.49302 -3.78867  0.003
63 H -3.63162 -3.87059 -2.07823  0.000
64 H -2.26497 -4.16979 -3.16127  0.001
65 H -1.01036 -2.23456 -4.14333  0.002
66 H 0.51696 -0.52775 -4.71188  0.000
67 H 0.92150 0.58712 -3.40171  -0.002
68 H -0.19130 1.08362 -4.67450  0.003
69 N -2.26801 -11.94031 4.34516  0.000
70 C -1.51474 -11.68564 3.06298  0.000
71 C -1.04302 -10.23532 3.04885  0.000
72 N -2.10830 -9.27149 3.25603  0.000
73 C -2.87053 -9.55070 4.45917  0.000
74 C -3.41254 -10.97454 4.52722  0.000
75 H -1.62399 -11.84776 5.13457  0.000
76 H -2.61279 -12.90103 4.36475  0.000
77 H -2.21213 -11.89358 2.25197  0.000
78 H -0.69042 -12.39540 3.01713  0.000
79 H -0.54634 -10.04252 2.09940  0.000
80 H -0.29002 -10.09341 3.83146  0.000
81 H -2.70721 -9.19919 2.44260  0.000
82 H -3.70670 -8.85813 4.53961  0.000
83 H -2.22686 -9.36740 5.32615  0.000
84 H -4.11678 -11.17887 3.72136  0.000
85 H -3.88540 -11.19767 5.48216  0.000

No. 2
The following is a DFT calculation (wB97M-V/def2-TZVPD) of the molecule C9H13N3 in a non-equilibrium geometry.

Results
* E_HOMO: -8.0 eV
* LUMO: 0.71 eV
* SMILES: c1cc(N2CCNCC2)ccn1
* gap between HOMO and LUMO: 8.7 eV
* energy above the lowest of the compared OMol25 structures with the same formula, charge and spin: 27.87 kcal per mole

Each line ends with the Löwdin charge.
CARTESIAN COORDINATES (ANGSTROEM)
1 C 3.40110 -1.06845 -0.25151  -0.169
2 C 2.01618 -1.16496 -0.37431  -0.040
3 C 1.15487 -0.11879 -0.10530  -0.250
4 N -0.18908 -0.13122 -0.06634  -0.063
5 C -0.83625 1.21362 -0.01848  -0.115
6 C -2.34791 1.23079 -0.28072  -0.196
7 N -2.87345 -0.08161 -0.39094  -0.065
8 C -2.37559 -1.05329 0.51916  -0.185
9 C -0.88680 -1.37120 0.10290  -0.156
10 C 1.87877 1.13930 0.16537  -0.008
11 C 3.26291 1.15801 0.09496  -0.165
12 N 4.05248 0.04984 0.07638  0.025
13 H 4.06935 -1.96044 -0.27161  0.112
14 H 1.50453 -2.10414 -0.61264  0.099
15 H -0.51352 1.80853 -0.87837  0.122
16 H -0.57500 1.72831 0.88931  0.102
17 H -3.01442 1.83063 0.29997  0.108
18 H -2.29448 1.81661 -1.14772  0.089
19 H -3.79269 -0.14337 -0.63599  0.080
20 H -2.91109 -2.02317 0.46772  0.132
21 H -2.35054 -0.70172 1.50501  0.094
22 H -0.92402 -1.97842 -0.83073  0.125
23 H -0.56277 -2.10427 0.85106  0.120
24 H 1.23939 1.99953 0.59250  0.110
25 H 3.86806 2.02989 0.30032  0.094

No. 3
The following is a DFT calculation (wB97M-V/def2-TZVPD) of the molecule C3HNO in a non-equilibrium geometry.

Results
* E_HOMO: -9.9 eV
* LUMO: -0.74 eV
* gap between HOMO and LUMO: 9.2 eV
* energy above the lowest of the compared OMol25 structures with the same formula, charge and spin: 114.51 kcal per mole

Each line ends with the Löwdin charge.
CARTESIAN COORDINATES (ANGSTROEM)
1 C 0.27224 0.87222 -0.03678  -0.291
2 C 0.95017 1.87431 -0.27918  0.070
3 C 0.28014 -0.79951 -0.05082  -0.418
4 N -0.76639 -0.15717 0.14727  0.177
5 O 1.06520 -1.61224 -0.26436  0.231
6 H -1.80136 -0.17761 0.48386  0.231

No. 4
The following is a DFT calculation (wB97M-V/def2-TZVPD) of a cluster of 2 separate species, C4H12 in total in a non-equilibrium geometry.

Results
* E_HOMO: -11.6 eV
* LUMO: 1.14 eV
* SMILES: CC.CC
* gap between HOMO and LUMO: 12.7 eV
* energy above the lowest of the compared OMol25 structures with the same formula, charge and spin: 9.05 kcal per mole

Each line ends with the Löwdin charge.
CARTESIAN COORDINATES (ANGSTROEM)
1 C 0.21348 1.06591 1.83026  -0.177
2 C -0.31604 0.41721 3.10061  -0.165
3 H 0.02038 2.13380 1.90783  0.062
4 H 1.27579 0.93445 1.73119  0.057
5 H -0.16411 0.90090 0.83617  0.028
6 H -0.55203 -0.66024 2.97379  0.069
7 H -1.22171 0.87783 3.49360  0.055
8 H 0.46232 0.62204 3.86222  0.071
9 C -0.08922 -0.71477 -1.69347  -0.166
10 C 0.19476 -0.79196 -3.21849  -0.164
11 H 0.00105 0.30285 -1.31190  0.046
12 H -1.06169 -1.17870 -1.59245  0.058
13 H 0.56926 -1.36211 -1.11798  0.060
14 H -0.56924 -0.27180 -3.77440  0.052
15 H 1.15906 -0.37243 -3.49609  0.057
16 H 0.15699 -1.84631 -3.48973  0.059

No. 5
The following is a DFT calculation (wB97M-V/def2-TZVPD) of the molecule C7H14BClO2 in a non-equilibrium geometry.

Results
* E_HOMO: -9.8 eV
* LUMO: 0.62 eV
* SMILES: CC[C@H](C)[C@@H](Cl)B1OCCO1
* gap between HOMO and LUMO: 10.4 eV
* energy above the lowest of the compared OMol25 structures with the same formula, charge and spin: 7.54 kcal per mole

Each line ends with the Löwdin charge.
CARTESIAN COORDINATES (ANGSTROEM)
1 C 2.39276 -2.77121 0.11828  -0.121
2 C 1.87127 -1.54385 0.85725  -0.260
3 C 0.95658 -0.70426 0.06469  -0.466
4 C 1.65971 -0.25416 -1.24579  -0.057
5 C 0.36421 0.43969 0.89457  -0.493
6 Cl 1.43169 1.87114 1.32686  0.555
7 B -1.26913 1.07959 0.22835  -0.536
8 O -2.12977 1.55601 1.14582  0.073
9 C -3.22641 2.22821 0.49902  -0.113
10 C -3.02712 1.74693 -1.00361  -0.146
11 O -1.73927 1.18385 -1.03745  0.086
12 H 1.60293 -3.45098 -0.36700  0.098
13 H 2.76647 -3.50440 0.80882  0.049
14 H 3.11204 -2.58761 -0.77069  0.096
15 H 1.22733 -1.92114 1.69398  0.130
16 H 2.66388 -0.89669 1.18386  0.109
17 H -0.01039 -1.14144 -0.30935  0.152
18 H 2.53925 0.29459 -1.02137  0.059
19 H 1.95619 -1.16418 -1.77674  0.073
20 H 1.09321 0.52933 -1.67896  0.066
21 H 0.07743 0.03118 1.84474  0.061
22 H -3.22248 3.39084 0.70266  0.154
23 H -4.18067 1.85991 0.98876  0.130
24 H -3.71640 0.97418 -1.41278  0.123
25 H -3.19329 2.75447 -1.73395  0.176

Which value of energy above the lowest of the compared OMol25 structures with the same formula, charge and spin does entry 1 give? 13.34 kcal per mole